ORCA calculation (ωB97M-V with the def2-TZVPD basis set) on 2 unconnected molecules or ions with the total composition C6H13O4 in a non-equilibrium geometry.

CARTESIAN COORDINATES (ANGSTROEM)
C: -0.082776 1.186200 -0.878916
C: 0.918969 0.129978 -1.010650
C: 3.745810 2.737749 0.008417
C: -2.407411 -0.430723 0.827118
C: -0.516313 -2.170938 0.587960
C: -1.140670 -0.864690 0.060829
O: 2.691352 2.261465 -0.283857
O: -2.818008 0.722821 0.235479
O: 0.369575 -2.646341 -0.318541
O: -0.024612 0.153226 0.116116
H: 0.216754 2.169719 -0.569212
H: -1.059121 1.225634 -1.501183
H: 0.761333 -0.769570 -1.519078
H: 3.939502 3.866461 -0.032333
H: 4.694574 2.026736 0.291318
H: -3.179447 -1.276142 0.837167
H: -2.288544 -0.296513 1.955821
H: -1.377649 -2.866900 0.940945
H: -0.114923 -1.984227 1.549021
H: -1.342838 -1.063560 -0.933955
H: 2.013234 0.381133 -0.840061
H: -3.649541 1.138822 0.533882
H: 0.650749 -3.630339 -0.056289

Atomic forces in eV per Å
C -1.946 0.654 -2.956
C 1.798 1.058 -0.365
C 2.690 -0.177 0.298
C -0.144 -1.420 2.234
C -3.352 0.267 1.864
C 0.334 -1.729 2.886
O -0.326 0.045 0.077
O -0.910 1.989 -1.176
O 1.855 -4.128 -0.327
O -0.832 -0.074 2.092
H 0.293 -0.005 0.570
H 1.825 -0.485 1.196
H -0.357 -0.837 -1.272
H -0.197 -1.239 0.189
H -1.967 1.612 -0.473
H 1.052 0.799 -0.770
H 0.651 -0.072 -1.269
H 0.979 0.735 -1.386
H 1.132 0.569 1.106
H -0.532 0.284 -2.295
H -1.813 -0.379 0.559
H 0.613 -0.756 0.152
H -0.845 3.289 -0.932

Calculated values
energy relative to the best compared isomer or geometry (same formula, charge and spin): 0.0 kJ/mol
E_HOMO: -13.5 eV
molecular weight: 149.2 g/mol
net charge: +1
orbital gap: 11.074 eV

Mulliken atomic charge list, values in e, 8 entries: C -0.1610; C -0.1144; C -0.1192; C -0.6428; C -0.7523; C 0.1238; O -0.3585; O -0.4901